one:
The following is a quantum chemistry calculation of a gas-phase ion, C9H14NO2 (charge +1), from the Open Molecules 2025 dataset.

```
! RIJCOSX wB97M-V def2-TZVPD def2/J DEFGRID3
* xyz 1 1
C -2.20 -2.14 -0.20
C -3.20 -1.21 0.07
C -0.90 -1.78 -0.51
C -2.84 0.04 0.25
C -0.53 -0.44 -0.42
C 1.86 -0.42 1.18
C 3.02 0.83 -0.52
C 0.70 0.07 -0.97
C 1.67 0.63 0.16
N -1.55 0.46 -0.05
O -2.08 2.67 0.53
O -1.30 1.83 -0.24
H -2.38 -3.17 -0.08
H -4.24 -1.48 0.39
H -0.06 -2.44 -0.95
H -3.57 0.79 0.58
H 2.29 -1.31 0.70
H 0.87 -0.65 1.63
H 2.58 -0.27 1.91
H 3.73 -0.01 -0.75
H 2.98 1.57 -1.26
H 3.51 1.39 0.28
H 1.28 -0.69 -1.37
H 0.59 0.81 -1.72
H 1.34 1.56 0.55
H -1.57 3.36 0.80
*
```

Calculated values
* HOMO-LUMO gap: 9.539 eV
* E_HOMO: -14.15 eV

Just the Mulliken charges please, in e? Sure, here they are: -0.23 -0.65 -0.46 -0.03 0.50 -1.39 -1.60 -1.31 0.61 0.31 -0.35 -0.01 0.46 0.35 0.30 0.40 0.32 0.33 0.50 0.36 0.45 0.43 0.43 0.56 0.38 0.32

---

two:
The following is a quantum chemistry calculation of a gas-phase ion, C9H14NO2 (charge +1), from the Open Molecules 2025 dataset.

```
! RIJCOSX wB97M-V def2-TZVPD def2/J DEFGRID3
* xyz 1 1
C 0.79 1.60 2.16
C -0.48 1.90 1.83
C 1.68 0.67 1.50
C 1.22 -0.16 0.59
C -1.12 1.10 0.81
C -0.24 -0.16 0.23
C 0.47 1.27 -1.70
C -0.36 -1.04 -2.14
C -1.12 -1.76 1.78
N -0.43 0.13 -1.28
O -2.23 1.23 0.34
O -0.88 -1.40 0.38
H 1.30 2.19 2.98
H -1.08 2.61 2.40
H 2.66 0.81 1.67
H 1.79 -0.98 0.08
H 1.59 1.07 -1.47
H 0.31 1.19 -2.81
H 0.24 2.28 -1.43
H 0.74 -1.26 -2.18
H -0.80 -1.79 -1.59
H -0.60 -0.78 -3.13
H -1.81 -2.55 1.70
H -1.38 -0.95 2.35
H -0.24 -2.24 2.15
H -1.45 0.42 -1.19
*
```

Calculated values
* HOMO-LUMO gap: 8.879 eV
* E_HOMO: -13.69 eV

Just the Mulliken charges please, in e? Sure, here they are: -0.27 -0.60 -0.44 -1.05 0.26 1.35 -0.72 -0.93 -0.77 -0.16 -0.56 -0.48 0.35 0.47 0.60 0.41 0.34 0.36 0.30 0.38 0.34 0.41 0.36 0.34 0.30 0.40

---

two is favored, and the nearest alternative lies 2.974 eV above it.

---

one:
The following is a quantum chemistry calculation of 2 unconnected molecules or ions with the total composition C2H5Cl2NO3S, from the Open Molecules 2025 dataset.

```
! RIJCOSX wB97M-V def2-TZVPD def2/J DEFGRID3
* xyz 0 1
C -1.60 -0.68 0.44
C 0.95 -0.74 0.28
N -1.77 -0.63 -0.87
O 0.47 1.72 0.96
O 0.31 1.10 -1.41
O 2.53 1.41 -0.33
S 1.18 0.93 -0.28
Cl 1.89 -1.00 1.71
Cl 1.37 -1.76 -1.06
H -1.81 -1.59 0.97
H -1.48 0.25 0.97
H -1.33 0.17 -1.35
H -1.80 -1.49 -1.39
H 1.10 2.31 1.38
*
```

Calculated values
* HOMO-LUMO gap: 7.840 eV
* E_HOMO: -8.02 eV

Just the Mulliken charges please, in e? Sure, here they are: -0.35 -0.04 -0.25 -0.49 -0.64 -0.60 1.12 -0.18 -0.16 0.31 0.34 0.34 0.26 0.34

---

two:
The following is a quantum chemistry calculation of a molecular structure, C2H5Cl2NO3S, from the Open Molecules 2025 dataset.

```
! RIJCOSX wB97M-V def2-TZVPD def2/J DEFGRID3
* xyz 0 1
C 0.47 -0.30 0.05
C 1.32 0.31 -1.03
N -0.45 -2.46 -1.84
O -0.54 -1.11 -4.11
O -1.69 0.00 -2.29
O 0.85 -0.14 -2.37
S -0.53 -0.72 -2.75
Cl 0.97 -3.33 -2.33
Cl -1.88 -3.07 -2.63
H -0.57 -0.17 -0.07
H 0.68 -1.30 0.28
H 0.57 0.41 0.99
H 2.40 0.27 -1.22
H 1.05 1.44 -0.91
*
```

Calculated values
* HOMO-LUMO gap: 9.836 eV
* E_HOMO: -10.07 eV

Just the Mulliken charges please, in e? Sure, here they are: -1.19 -0.05 -0.20 -0.52 -0.53 -0.27 1.19 -0.01 -0.04 0.43 0.35 0.32 0.31 0.20

---

one is favored, and the nearest alternative lies 1.836 eV above it.